{
  "formula": "C7H24FN8O16PS2",
  "method": "ωB97M-V/def2-TZVPD",
  "species": ["O", "S", "O", "F", "N", "P", "S", "H", "H", "H", "C", "N", "O", "O", "H", "H", "H", "C", "N", "O", "O", "H", "H", "H", "C", "N", "O", "O", "H", "H", "H", "C", "N", "O", "O", "H", "H", "H", "C", "N", "O", "O", "H", "H", "H", "C", "N", "O", "O", "H", "H", "H", "C", "N", "O", "O", "H", "H", "H"],
  "xyz": [[2.36767, 1.49151, -3.79032], [2.46909, 2.88641, -3.94741], [2.61737, 3.60052, -2.74936], [3.67852, 3.22907, -4.84061], [1.21702, 3.54230, -4.80285], [-0.35884, 2.96078, -4.34738], [-1.47897, 2.90235, -5.93836], [1.36250, 3.48809, -5.80809], [-0.91014, 3.85740, -3.42143], [-0.30211, 1.69626, -3.75938], [3.04901, -1.27678, -2.04905], [3.58317, -2.05773, -0.90033], [2.86367, -2.19496, 0.07371], [4.70014, -2.50609, -1.00768], [2.04752, -0.94751, -1.80115], [3.71193, -0.43167, -2.20568], [3.04148, -1.93106, -2.91512], [1.85411, -4.79654, 1.79531], [0.99295, -5.45123, 0.77465], [-0.14312, -5.74936, 1.09731], [1.47988, -5.64361, -0.31596], [1.28738, -4.69096, 2.71069], [2.72271, -5.43026, 1.94723], [2.14147, -3.82576, 1.40315], [0.10189, 0.73931, 0.57379], [-0.10812, 0.72910, -0.89744], [0.00051, -0.32987, -1.47709], [-0.37400, 1.78792, -1.43016], [0.33112, -0.26845, 0.89553], [0.93004, 1.41063, 0.78138], [-0.81590, 1.09450, 1.03217], [2.26027, 7.11839, -2.18834], [0.90118, 7.72602, -2.17900], [-0.02691, 7.02329, -1.83492], [0.81697, 8.88580, -2.51870], [2.18138, 6.08703, -1.86604], [2.63686, 7.17862, -3.20463], [2.88100, 7.69272, -1.50772], [-1.92283, -2.90367, 1.94402], [-0.99621, -2.08656, 2.77113], [0.00805, -2.61845, 3.19755], [-1.30533, -0.92840, 2.96732], [-1.51792, -3.90620, 1.85717], [-2.88419, -2.91266, 2.44860], [-1.99251, -2.42786, 0.97346], [-5.53918, -2.46172, -0.39135], [-4.14006, -1.97677, -0.24348], [-3.91502, -1.14104, 0.60899], [-3.31057, -2.45319, -0.98838], [-6.15923, -1.95084, 0.33507], [-5.85657, -2.23470, -1.40421], [-5.53312, -3.53322, -0.21565], [-1.03396, -0.68140, 6.28456], [-2.14223, -1.10700, 7.18241], [-2.55173, -2.24407, 7.07103], [-2.56093, -0.28233, 7.96562], [-0.76581, -1.51321, 5.64542], [-1.39371, 0.15720, 5.69751], [-0.19768, -0.39008, 6.91250]],
  "relative_energy_kcal_mol": 11.7,
  "e_homo_ev": -9.25,
  "orbital_gap_ha": 0.3259
}

{
  "formula": "C7H24O6",
  "method": "ωB97M-V/def2-TZVPD",
  "species": ["C", "C", "C", "C", "C", "C", "C", "H", "H", "H", "H", "H", "H", "H", "H", "H", "H", "H", "H", "H", "H", "O", "H", "H", "O", "H", "H", "O", "H", "H", "O", "H", "H", "O", "H", "H", "O"],
  "xyz": [[-0.07753, -2.10523, 1.29200], [-0.40821, -1.19619, 0.11412], [-0.34637, 0.28610, 0.29102], [-1.38594, 0.97790, 0.84808], [2.06608, 0.60081, 0.23697], [0.83391, 0.99627, -0.22187], [0.57296, 2.19830, -1.08882], [-0.49869, -1.85524, 2.27819], [0.95091, -1.85411, 1.58732], [-0.06050, -3.17031, 1.06482], [0.31268, -1.51555, -0.65527], [-1.33954, -1.51956, -0.36949], [-2.14679, 0.34191, 1.30429], [-1.52846, 2.04565, 0.91687], [2.23328, -0.21461, 0.92797], [2.96871, 1.18799, 0.07252], [-0.38788, 2.01938, -1.58177], [0.40538, 3.06484, -0.44241], [1.29936, 2.33245, -1.87934], [3.38786, -0.67892, -2.08251], [3.58493, -2.03965, -1.34073], [3.39512, -1.63984, -2.18994], [0.63717, -2.36149, -3.51457], [1.49767, -1.40134, -2.70480], [0.57488, -1.61224, -2.92219], [0.80824, 3.40710, 2.38331], [0.95410, 4.20958, 1.07145], [0.49263, 4.19161, 1.91286], [-1.79099, -1.03945, -3.51619], [-1.73793, -1.70279, -2.27903], [-2.39012, -1.47099, -2.95029], [-2.78649, -2.00893, 1.74273], [-4.05455, -1.29712, 1.19640], [-3.69311, -2.14376, 1.45966], [0.61273, 0.88179, 2.86029], [-0.59359, 1.37617, 3.55312], [0.35556, 1.55194, 3.51209]],
  "charge": -1,
  "multiplicity": 2,
  "e_homo_ev": [-0.17, -4.40],
  "orbital_gap_ha": [0.1217, 0.2704],
  "s2": 0.76
}

{
  "formula": "C7H25O7",
  "method": "ωB97M-V/def2-TZVPD",
  "species": ["C", "O", "C", "C", "C", "C", "C", "C", "H", "H", "H", "H", "H", "H", "H", "H", "H", "H", "H", "H", "H", "H", "H", "O", "H", "H", "O", "H", "H", "O", "H", "H", "O", "H", "H", "O", "H", "H", "O"],
  "xyz": [[-2.48136, -1.66811, 0.88409], [-2.88507, -1.86299, 2.25202], [-1.29221, -2.58832, 0.74288], [-0.04002, -1.77079, 1.14318], [0.30316, -0.61882, 0.24465], [2.29219, 2.57623, 0.47713], [1.33317, 1.58183, -0.22994], [0.95232, 0.52863, 0.60568], [-2.16299, -0.64114, 0.69900], [-3.44019, -1.77711, 0.38706], [-0.98891, -2.84988, -0.28361], [-1.42046, -3.50090, 1.27193], [0.83833, -2.39728, 1.23007], [-0.13279, -1.35578, 2.14166], [-3.37189, -1.16996, 2.70018], [0.10640, -0.80132, -0.82178], [2.75455, 3.24684, -0.24571], [3.10953, 1.93724, 0.82936], [1.73733, 3.02948, 1.33034], [0.85564, 1.87187, -1.18340], [1.32212, 0.69067, 1.61168], [-0.68418, 1.86627, -3.63478], [0.14737, 3.11237, -3.12022], [-0.71038, 2.80966, -3.43155], [2.21831, -3.32667, -0.80949], [1.37640, -3.53035, 0.64107], [1.63038, -3.82476, -0.24490], [-3.64415, 1.05274, 1.62456], [-2.53918, 1.59553, 2.48918], [-3.33841, 1.06082, 2.54210], [-1.35066, 2.35577, -0.22733], [-1.54339, 0.96930, 0.35819], [-2.05773, 1.73173, 0.04790], [0.75947, 1.20714, -2.86675], [1.73637, -0.01693, -3.12648], [1.46313, 0.86740, -3.41528], [2.98577, -0.71530, -0.35997], [2.93171, 0.62314, -1.06093], [3.23032, -0.29826, -1.19180]],
  "charge": -1,
  "relative_energy_kcal_mol": 69.4,
  "e_homo_ev": -2.19,
  "orbital_gap_ha": 0.1983
}

{
  "formula": "C7H27BeN2O7S2",
  "method": "ωB97M-V/def2-TZVPD",
  "species": ["Be", "N", "H", "H", "H", "H", "N", "H", "H", "H", "H", "C", "O", "H", "H", "H", "O", "S", "O", "O", "C", "C", "C", "H", "H", "H", "H", "H", "H", "H", "H", "O", "S", "O", "O", "C", "C", "C", "H", "H", "H", "H", "H", "H", "H", "H"],
  "xyz": [[2.32703, 3.53347, -1.98458], [-0.84696, 3.97228, 3.24201], [-0.14209, 3.35410, 2.86637], [-1.32370, 4.34854, 2.43502], [-0.35741, 4.71625, 3.71842], [-1.44819, 3.48345, 3.88982], [4.73839, 5.45053, 3.18721], [4.95826, 4.47007, 3.28945], [4.64949, 5.61932, 2.19539], [5.50053, 6.04007, 3.48998], [3.90782, 5.83488, 3.61443], [2.60646, 0.46045, 2.32294], [1.99757, 1.46086, 1.71539], [2.97043, -0.19075, 1.52823], [3.42967, 0.87608, 2.90403], [2.06154, -0.11610, 3.07044], [-5.43685, 0.30079, 2.63858], [-4.05136, -0.09782, 2.76926], [-3.16517, 0.47182, 3.79654], [-4.03855, -1.80709, 3.00100], [-2.90213, -2.42163, 3.80614], [-1.62455, -2.99877, 3.13783], [-3.09410, -0.05812, 1.18807], [-3.29412, -3.33977, 4.24372], [-2.59786, -1.76128, 4.61821], [-0.93526, -3.34108, 3.90971], [-1.16141, -2.33664, 2.40626], [-1.77764, -3.91063, 2.56059], [-3.07104, 0.97217, 0.83304], [-3.54894, -0.77721, 0.50679], [-2.15944, -0.40649, 1.62757], [-0.32235, -2.30628, -2.65605], [0.34435, -1.66105, -3.78122], [1.36459, -0.62460, -3.57757], [0.93699, -2.82562, -4.80657], [1.46750, -2.44805, -6.04216], [1.21824, -3.57111, -7.06465], [-0.85752, -0.88457, -4.95790], [2.49658, -2.09837, -5.95952], [1.02554, -1.49722, -6.33996], [1.62741, -4.49962, -6.66653], [1.61322, -3.32195, -8.04955], [0.14880, -3.60751, -7.27220], [-1.72243, -0.75073, -4.30819], [-1.11737, -1.69742, -5.63603], [-0.39395, -0.00763, -5.40974]],
  "charge": 3,
  "relative_energy_kcal_mol": 85.8,
  "e_homo_ev": -16.44,
  "orbital_gap_ha": 0.0734
}

{
  "formula": "C7H27F2NO8S",
  "method": "ωB97M-V/def2-TZVPD",
  "species": ["C", "N", "F", "S", "O", "O", "F", "H", "H", "H", "C", "O", "H", "H", "H", "H", "C", "O", "H", "H", "H", "H", "C", "O", "H", "H", "H", "H", "C", "O", "H", "H", "H", "H", "C", "O", "H", "H", "H", "H", "C", "O", "H", "H", "H", "H"],
  "xyz": [[-1.82483, -1.62065, 1.50510], [-2.93809, -0.80999, 1.02100], [-2.82332, 0.48438, 1.50899], [-4.48160, -1.34975, 1.28886], [-4.50649, -2.67837, 1.77766], [-5.27654, -0.33274, 1.86049], [-4.95511, -1.46455, -0.19341], [-0.94909, -1.44207, 0.88874], [-2.09758, -2.66921, 1.43606], [-1.58847, -1.36473, 2.53883], [2.50939, -2.24176, 0.51560], [1.21312, -1.67646, 0.70089], [2.51455, -3.21322, 1.00058], [2.72820, -2.36980, -0.54917], [3.27743, -1.61915, 0.97364], [1.21612, -0.80738, 0.28265], [5.28179, -3.03737, 3.49650], [3.97790, -2.53796, 3.22966], [5.74481, -3.24658, 2.53435], [5.89581, -2.30543, 4.02851], [5.25063, -3.96368, 4.07594], [3.55154, -2.34859, 4.06985], [0.87367, 2.56011, 0.43619], [1.38508, 1.24033, 0.34182], [0.14808, 2.68216, -0.36434], [0.37270, 2.73242, 1.39233], [1.66478, 3.30646, 0.31205], [2.05220, 1.12051, 1.02812], [-3.88276, 0.59750, -2.15652], [-2.60716, 1.23438, -2.13826], [-3.73085, -0.46103, -1.97679], [-4.53131, 0.99915, -1.37222], [-4.36264, 0.73474, -3.12480], [-2.75827, 2.16823, -2.30800], [5.56907, 0.66967, 0.80572], [4.28703, 1.28181, 0.88128], [5.48951, -0.29339, 1.30480], [5.87240, 0.50467, -0.23085], [6.33090, 1.26698, 1.31283], [4.33211, 2.13503, 0.44143], [-4.52153, 2.97544, -5.74329], [-4.92836, 2.69950, -4.40790], [-3.80053, 2.20968, -6.01870], [-5.36410, 2.93068, -6.43774], [-4.04197, 3.95421, -5.82543], [-5.56820, 3.36582, -4.14303]],
  "e_homo_ev": -9.77,
  "orbital_gap_ha": 0.3807
}

{
  "formula": "C7H27O8",
  "method": "ωB97M-V/def2-TZVPD",
  "species": ["C", "O", "C", "C", "C", "C", "C", "C", "H", "H", "H", "H", "H", "H", "H", "H", "H", "H", "H", "H", "H", "H", "H", "O", "H", "H", "O", "H", "H", "O", "H", "H", "O", "H", "H", "O", "H", "H", "O", "H", "H", "O"],
  "xyz": [[-0.82639, -3.11719, 0.79293], [-0.73002, -4.12311, 1.42596], [-0.32762, -1.85537, 1.40602], [-1.39803, -0.83996, 1.49586], [-1.14365, 0.05419, 2.70618], [-0.00122, 1.17692, 2.57339], [-0.43784, 2.27760, 1.58209], [0.38136, 3.31917, 1.34721], [2.65748, -3.16135, -0.61390], [-1.28339, -3.11097, -0.18731], [0.17063, -1.96975, 2.45686], [0.39390, -1.41539, 0.74724], [-2.37431, -1.30957, 1.67858], [-1.21280, -0.10137, 0.64891], [-2.02003, 0.67198, 3.00144], [-0.84556, -0.59045, 3.59289], [0.28616, 1.69001, 3.52006], [0.96410, 0.79817, 2.34724], [-1.26239, 2.07220, 0.83675], [0.16580, 4.01246, 0.48586], [1.11587, 3.67558, 2.05306], [0.29233, 1.02783, -2.57202], [-0.85307, 0.49076, -3.47367], [-0.54667, 1.28642, -3.08963], [0.22036, -1.84178, -2.02075], [0.65274, -0.63980, -1.15058], [0.04125, -1.64740, -1.02267], [2.24986, -2.74486, -1.12958], [3.37291, -0.86809, -0.16167], [3.84554, -0.44146, 0.56581], [-2.09376, 2.29640, -1.78772], [-1.25367, 3.10350, -2.84470], [-2.10610, 3.15694, -2.25651], [1.45938, 1.63114, 0.42239], [3.48506, 0.47863, 0.48449], [2.34346, 1.80129, 0.06205], [2.17525, -0.06216, -2.44128], [2.31576, 1.17218, -0.69326], [1.50090, 0.19969, -1.80848], [-2.05159, -0.63587, -3.07772], [-1.28179, -1.36001, -2.10102], [-2.21396, -1.40757, -2.55686]],
  "charge": -1,
  "relative_energy_kcal_mol": 65.1,
  "e_homo_ev": -6.40,
  "orbital_gap_ha": 0.3468
}